C52H98O19 | the ωB97M-V functional and the def2-TZVPD basis

Summary:
Expectation value of S²   0.75
Multiplicity   2
Molar mass   1027.34 g/mol
Orbital gap (spin up / spin down)   8.530 / 2.664 eV
E_HOMO (spin up / spin down)   -0.4081 / -0.4081 hartree
Charge   +1
Calculated total energy   -3468.97334 Ha

CARTESIAN COORDINATES (ANGSTROEM)
1 O 6.63871 -4.02008 2.94460
2 O -3.97659 -4.84037 -3.58164
3 O 2.93204 4.20931 0.79526
4 O -0.36401 0.43826 -1.46779
5 O -2.16658 4.08776 -0.67012
6 O 4.84849 -4.06243 1.77288
7 O 1.83278 -1.54155 3.73656
8 O 1.17370 -0.44674 -6.81789
9 O 2.82463 -4.83979 -1.95895
10 O -2.59531 3.12949 -4.26056
11 O -2.73669 -2.97055 3.49706
12 O -2.96576 3.30589 -6.56976
13 O -3.74378 1.68559 -5.27954
14 O 4.90588 -5.35241 3.70225
15 O -1.10530 1.65139 5.37309
16 O 2.93576 3.59065 -5.17025
17 O -3.12934 -4.93614 -1.49473
18 O -5.04774 -4.04299 -1.84884
19 O -4.00004 1.66650 2.29908
20 C -4.91343 -3.83677 -0.47411
21 C -1.01356 0.10710 -0.24389
22 C -4.49015 1.64112 0.94838
23 C 5.68163 -3.31881 1.00344
24 C -0.19843 3.74068 6.03666
25 C 0.60910 -4.28803 -1.57053
26 C -5.57696 0.12366 2.37856
27 C 0.64027 3.87507 -5.67303
28 C -0.95014 2.47698 4.24624
29 C -0.45099 5.31435 0.28877
30 C -2.94315 -1.96913 5.57946
31 C 4.36368 2.48336 1.05271
32 C 3.33344 -0.09189 4.90062
33 C 3.49201 4.00816 -0.55929
34 C -2.82003 4.78805 0.35036
35 C -1.66917 5.51940 1.15444
36 C 2.32089 2.61290 -4.39736
37 C -4.20565 0.43561 2.93692
38 C -3.60429 -2.97620 4.66704
39 C 0.67730 -5.40392 -2.66379
40 C 5.45383 -4.63060 2.82747
41 C 3.02423 -2.19689 3.86627
42 C 5.15731 -2.02733 0.40396
43 C -0.36255 2.18616 6.48353
44 C -2.48946 -3.81182 0.42186
45 C -3.57664 -4.61970 -0.22951
46 C -0.77031 4.10059 -0.61949
47 C -3.09174 2.77854 -5.47195
48 C -2.87210 2.15437 -3.21519
49 C -0.75917 -1.66512 -6.50112
50 C 0.01745 -1.78417 -5.24796
51 C 4.19196 2.67828 -0.45626
52 C -5.23643 0.29493 0.87403
53 C 3.91980 -1.42092 4.76419
54 C -3.97023 -4.65152 -2.39231
55 C -3.02665 -0.20088 -4.19211
56 C 6.85872 -3.16000 1.86976
57 C -1.40530 -2.59916 3.84416
58 C -0.01269 3.60585 4.57156
59 C 2.05915 -3.67275 -1.63242
60 C -1.72157 -1.46959 4.83100
61 C 1.02680 0.19776 -1.40814
62 C 0.80526 2.98687 -4.41686
63 C 1.35097 0.32816 0.00895
64 C 1.27337 -0.93352 -5.44617
65 C -3.70613 1.15056 -4.02512
66 C 0.14285 -0.37611 0.62075
67 C 2.22508 -0.14825 3.89625
68 C 1.99938 4.48387 -5.77052
69 C 3.18091 3.11183 1.67783
70 C 2.06054 -5.83774 -2.73823
71 C -0.24522 -0.38937 -7.07825
72 H 2.82951 -0.04037 5.86576
73 H 2.63119 2.74223 -3.36050
74 H -1.84629 -0.59186 4.19687
75 H -0.19038 4.56494 -5.52404
76 H 4.00704 -1.96967 5.70193
77 H -3.36123 -0.21628 2.71314
78 H 3.52675 1.89636 -0.82258
79 H 4.33957 -2.20595 -0.29426
80 H 1.37413 -0.74079 -1.84009
81 H -0.49884 6.26136 -0.24879
82 H 4.96327 -1.31881 4.46611
83 H -0.85045 -3.43488 4.27057
84 H -2.19092 -2.81936 0.08424
85 H -3.78278 -3.95100 5.12092
86 H 0.36842 5.24170 1.00388
87 H 5.19121 2.69047 -0.89151
88 H -4.19765 0.70546 3.99296
89 H -1.93446 1.87924 -2.73225
90 H 1.97758 5.31512 -5.06579
91 H -0.41960 -2.49317 -7.12331
92 H -3.59983 -1.14493 5.85795
93 H 2.71075 -3.21580 4.09356
94 H -3.50269 5.45223 -0.17967
95 H -1.42013 0.94133 0.32783
96 H 4.35972 1.42388 1.30882
97 H 5.84492 -1.37453 -0.13376
98 H 2.65315 3.99326 -1.25513
99 H -1.78506 6.59674 1.27271
100 H 0.64760 4.21003 6.53870
101 H -4.64560 -2.67054 4.56533
102 H 4.08290 0.69776 4.84718
103 H 3.26450 3.30090 2.74805
104 H -4.77706 1.26096 -3.85473
105 H 2.18190 -6.79148 -2.22465
106 H -0.62400 -1.51635 -4.40837
107 H 2.48960 1.73630 -5.02282
108 H 0.56677 -5.18439 -3.72572
109 H -0.32547 3.94468 -1.60229
110 H -5.19216 2.44683 0.73365
111 H -3.77558 -5.46702 0.42667
112 H -2.74827 -3.76364 1.47959
113 H 2.30671 2.46745 1.77076
114 H 2.02814 -2.90093 -2.40146
115 H -1.77190 -0.67174 -0.32414
116 H -0.01814 -6.20953 -2.42832
117 H -3.74927 1.85510 0.17806
118 H -0.20335 -3.56360 -1.62729
119 H 0.59259 1.66592 6.55534
120 H -2.58239 -2.52686 6.44369
121 H -1.83917 -1.70207 -6.35858
122 H -0.87854 -2.26710 2.94953
123 H 0.18065 -1.43718 0.37416
124 H -3.32206 -0.84435 -3.36339
125 H -0.02015 4.56360 4.05123
126 H -3.32872 4.09685 1.02236
127 H -1.09218 4.33274 6.23360
128 H 0.56755 3.35146 -6.62626
129 H 0.42405 -4.64268 -0.55658
130 H 6.97727 -2.11200 2.14499
131 H -1.50467 5.05357 2.12606
132 H 7.70437 -3.40383 1.22670
133 H 2.41129 -3.13281 -0.75347
134 H -3.41071 -0.62168 -5.12137
135 H -5.89959 -0.88790 2.62503
136 H -0.68588 1.94459 3.33255
137 H 0.15108 -2.86351 -5.17547
138 H -1.11259 1.94472 7.23671
139 H 2.49937 -6.01885 -3.71941
140 H 1.53986 0.81526 -2.14541
141 H -6.33975 0.76810 2.81553
142 H 5.27188 2.99392 1.37301
143 H -0.54005 -0.30587 -8.12429
144 H -5.70115 -4.38786 0.03958
145 H 4.14154 4.85273 -0.78930
146 H 3.41954 -2.18240 2.85058
147 H -3.58076 2.46771 -2.44856
148 H -0.86082 -1.29753 5.47723
149 H 1.20366 -0.13239 -4.71035
150 H -6.07987 0.43537 0.19802
151 H 6.07643 -3.98722 0.23829
152 H -1.97738 2.82582 4.14045
153 H -1.52139 -4.31146 0.45789
154 H 0.94139 3.14915 4.30841
155 H 2.28495 -0.17691 0.25531
156 H -0.04067 -0.34787 1.69481
157 H -0.46229 3.19258 -0.10107
158 H 2.37292 4.93916 -6.68774
159 H -4.69913 -2.80227 -0.20581
160 H -4.63659 -0.49141 0.41581
161 H -1.96014 -0.00794 -4.30795
162 H 1.40701 1.41527 0.06512
163 H 4.68067 -1.38765 1.14674
164 H 0.84907 3.64901 -3.55214
165 H -0.72897 0.44950 -6.57788
166 H 1.37739 0.49088 4.14331
167 H 2.58991 0.40870 3.03323
168 H 2.09773 -1.58055 -5.14636
169 H 0.06526 2.27041 -4.06022

Forces on atoms 1 to 3 (eV/Å):
O 1.252 -0.990 0.996
O 1.133 -0.208 0.810
O -0.459 1.094 -0.204

C53H124BN8O25Sr | the ωB97M-V functional and the def2-TZVPD basis

Summary:
Energy above the lowest of the compared OMol25 structures with the same formula, charge and spin   233.2 kJ/mol
Multiplicity   1
Molar mass   1372.04 g/mol
Orbital gap   4.802 eV
E_HOMO   -0.3241 hartree
Charge   +1
Calculated total energy   -4467.86798 Ha

CARTESIAN COORDINATES (ANGSTROEM)
1 Sr 4.95579 7.68884 5.37681
2 O 2.35135 4.63207 9.80095
3 O 11.66347 12.51624 7.05128
4 O 3.76665 8.74192 11.27734
5 O 8.80701 10.41276 10.58271
6 O 8.05486 14.32346 10.94158
7 O 0.73037 15.30135 5.47807
8 O 7.92790 0.84131 6.20954
9 O 6.72257 9.64295 15.83218
10 O 5.12841 9.38281 21.24825
11 O 3.10862 7.89466 3.68872
12 O 9.31358 10.38050 8.13278
13 O 8.38771 10.84945 1.81613
14 O 6.16807 5.30077 6.58136
15 O 4.37365 12.45158 9.28944
16 O 9.88672 10.38318 12.65675
17 O 8.30536 4.64573 10.17981
18 O 11.44841 8.28244 11.41701
19 O 8.50895 10.50421 5.98551
20 O 7.73077 8.94274 8.94976
21 O 13.70653 11.52052 14.00272
22 O 10.13047 8.75503 9.59688
23 O 14.17804 4.95210 10.56011
24 O 6.61569 8.67999 7.01404
25 O 12.25406 5.72672 7.29776
26 O 10.53443 7.38613 4.13287
27 N 4.56898 5.93560 10.77404
28 N 14.42067 7.08501 8.68567
29 N 6.36761 10.91440 18.88854
30 N 3.96108 5.35017 4.81967
31 N 2.37824 13.97346 7.71455
32 N 10.08655 10.02476 3.86698
33 N 13.36279 12.54797 10.33532
34 N 8.36103 1.70132 9.09728
35 C 10.11039 11.38628 3.46095
36 C 11.53334 4.55563 7.67100
37 C 7.80764 0.43832 8.61270
38 C 12.86892 12.10788 11.63580
39 C 5.33293 11.33608 19.81445
40 C 4.10137 4.31557 5.88566
41 C 5.41584 7.17671 10.60440
42 C 8.70319 0.60811 5.01852
43 C 7.49290 9.30148 14.71620
44 C 2.56405 5.88354 4.84153
45 C 5.73854 8.72221 22.33252
46 C 2.83225 15.03967 6.83469
47 C 8.66722 3.43844 10.80184
48 C 11.35356 9.73027 4.52511
49 C 15.42292 4.29521 10.77580
50 C 7.53406 11.40525 0.81585
51 C 13.23366 7.75190 8.18491
52 C 14.12628 6.27572 11.07284
53 C 9.19431 13.53247 11.31565
54 C 13.99201 12.16206 12.74019
55 C 4.19035 13.89223 9.41609
56 C 2.21518 6.78316 3.71218
57 C 7.50904 5.14812 7.00551
58 C 8.58843 0.12385 7.30929
59 C 5.54243 12.09194 9.94185
60 C 7.48781 9.17388 7.70075
61 C 3.57475 3.97120 9.72090
62 C 5.53798 4.05259 6.22784
63 C 6.13148 11.26797 17.51590
64 C 4.76601 4.97932 9.65128
65 C 8.87528 11.81708 2.71885
66 C 12.66420 12.92588 7.98464
67 C 2.70988 14.26892 9.12812
68 C 0.47316 16.72171 5.58303
69 C 5.02128 8.19221 11.70732
70 C 13.78706 10.09269 13.90001
71 C 1.23711 3.83794 9.99807
72 C 7.80150 2.25884 10.31744
73 C 10.57886 8.91142 10.80516
74 C 8.51167 10.09254 7.11876
75 C 11.97970 6.80780 8.14859
76 C 7.19671 10.71742 16.53920
77 C 3.35970 9.94196 11.91300
78 C 5.52336 10.75496 21.20790
79 C 9.05876 5.74819 10.68410
80 C 14.69318 7.34882 10.11399
81 C 11.27103 8.25229 4.95358
82 C 3.13944 8.48531 2.36125
83 C 9.66635 9.96638 11.53252
84 C 10.61442 13.47717 6.90620
85 C 12.29717 12.37390 9.32986
86 C 2.12013 15.02200 5.43616
87 C 10.51812 6.08312 4.63923
88 B 8.99976 9.59703 9.33662
89 H 5.18440 10.93885 17.07955
90 H 10.12692 13.86201 7.80238
91 H 6.58891 10.88414 21.41720
92 H 1.92097 5.00655 4.93849
93 H 5.24224 7.74922 22.33758
94 H 5.41615 7.66634 9.63184
95 H 14.74635 9.77648 13.49249
96 H 12.63499 11.05329 11.46880
97 H 5.10787 12.40311 19.77453
98 H 4.13093 4.86102 3.94891
99 H 7.35415 10.60313 0.10018
100 H 10.12854 5.82558 10.47770
101 H 11.90934 12.50853 11.97219
102 H 9.35760 12.76986 10.55126
103 H 2.52977 6.31187 5.84526
104 H 14.29938 6.08929 8.54823
105 H 6.74967 0.52316 8.35135
106 H 2.20890 8.96795 2.06758
107 H 6.74761 2.54071 10.26532
108 H 3.92155 15.01440 6.79225
109 H 15.43260 3.82108 11.75935
110 H 4.74362 7.68017 12.63376
111 H 10.96296 11.57495 2.80072
112 H 6.37629 12.74141 9.66374
113 H 12.34945 8.06605 5.01323
114 H 8.27011 14.82573 10.15249
115 H 8.04422 12.19207 0.25741
116 H 4.67607 5.33619 8.62585
117 H 10.46900 4.80206 7.63453
118 H 14.36435 8.34122 10.41805
119 H 11.90199 3.83167 6.94581
120 H 5.72982 4.46635 9.67259
121 H 7.19091 10.42457 19.19356
122 H 4.97294 11.39413 21.90076
123 H 1.99295 13.70021 9.72189
124 H 8.05763 10.44152 17.15781
125 H 10.03877 5.38085 3.95439
126 H 11.30402 12.70429 9.64729
127 H 8.66819 -0.44997 4.74422
128 H 13.50522 8.08189 7.17983
129 H 2.53561 15.97678 7.31687
130 H 7.65174 4.57559 7.92526
131 H 5.39763 12.24993 11.01397
132 H 4.94656 5.51145 11.61182
133 H 1.38555 13.96555 7.51450
134 H 10.34969 12.15555 4.20424
135 H 7.95734 6.13035 7.14365
136 H 15.77980 7.27603 10.03656
137 H 4.46213 14.22162 10.42060
138 H 8.13350 12.07331 3.48387
139 H 1.48933 3.13604 10.79897
140 H 7.95021 -0.32555 9.37706
141 H 9.72773 0.94514 5.16960
142 H 4.15238 10.68082 12.07029
143 H 9.07643 12.78702 2.25628
144 H 8.71407 6.69483 10.26663
145 H 2.17327 6.12560 2.84136
146 H 8.93141 5.81408 11.76673
147 H 16.32174 4.88599 10.60095
148 H 8.46410 -0.92370 7.03292
149 H 6.80897 8.56029 22.19265
150 H 8.35924 3.50381 11.84971
151 H 11.05499 8.18507 6.02284
152 H 2.14039 14.00870 5.03483
153 H 9.73394 3.24454 10.68525
154 H 11.59736 10.32754 5.40903
155 H 9.08317 12.92385 12.21164
156 H 11.05362 7.25859 7.78121
157 H 3.92947 9.23726 2.34239
158 H 3.52748 3.34223 8.82479
159 H 11.81652 4.29117 8.69167
160 H 6.10169 12.36112 17.48339
161 H 7.56881 11.52078 15.89756
162 H 1.27589 7.33241 3.79259
163 H 5.79604 8.88994 12.02980
164 H 3.63473 4.57859 6.83774
165 H 2.53153 15.29130 9.47367
166 H 3.54901 3.47100 5.47142
167 H 8.04550 1.46450 11.02543
168 H 8.13544 4.52834 6.35868
169 H 12.86402 9.64268 13.52441
170 H 0.32710 4.32694 10.34365
171 H 11.17364 14.25011 6.37285
172 H 13.64532 9.61960 14.87540
173 H 3.72071 3.29135 10.56536
174 H 13.71704 13.49457 10.30816
175 H 5.76762 11.05313 9.69936
176 H 5.76217 3.28661 6.96955
177 H 5.58287 9.00093 23.37783
178 H 1.01819 17.39482 4.92135
179 H 14.94088 11.78296 12.35356
180 H 12.04425 11.36411 8.99390
181 H 14.27195 13.20677 12.88767
182 H 0.96587 3.24187 9.12164
183 H 4.45744 10.77113 19.47727
184 H 6.59060 11.76826 1.22823
185 H 7.72795 10.19250 14.12715
186 H 6.98513 8.59471 14.06238
187 H 9.90677 13.06392 6.18864
188 H 10.04009 6.03618 5.62176
189 H 6.46612 6.97530 10.83343
190 H 12.18805 9.92298 3.84957
191 H 5.86508 3.67892 5.25199
192 H 8.15185 0.98969 4.15875
193 H -0.58081 16.96552 5.70284
194 H 3.02698 9.75821 12.93664
195 H 0.84469 16.97323 6.58088
196 H 12.95903 8.65896 8.72454
197 H 13.56416 12.44458 7.59731
198 H 8.48162 8.94809 15.02019
199 H 10.11394 14.11806 11.35246
200 H 8.21127 2.37480 8.35488
201 H 11.43860 5.51628 4.80434
202 H 13.09075 6.44521 11.36873
203 H 11.71643 6.48485 9.15898
204 H 15.36723 3.45502 10.08219
205 H 14.64207 6.36237 12.03336
206 H 4.81778 14.46677 8.73210
207 H 9.61038 0.48630 7.41634
208 H 2.75443 15.72637 4.89463
209 H 9.30548 9.93377 4.50889
210 H 12.92871 13.98604 7.94535
211 H 3.52305 7.73772 1.66676
212 H 2.68005 10.53438 11.30177

Forces on atoms 1 to 3 (eV/Å):
Sr 1.191 -0.159 0.994
O 0.000 1.950 -0.294
O -0.581 0.243 0.814